Record 1
C20H49F7GaN7O2P3 as an isolated structure in a non-equilibrium geometry, computed with wB97M-V/def2-TZVPD.

Results
charge: -1
multiplicity: 1
HOMO: -3.3194 eV
calculated total energy: -4973.084995 hartree

Element x y z (Å)
C (2.0629, 0.0952, 1.5825)
C (1.2965, -0.0031, 0.2602)
C (0.0244, 0.8563, 0.1407)
N (1.6809, -0.7640, -0.6658)
Ga (2.7956, 0.0324, -2.0470)
P (3.8682, 1.9000, -1.1060)
C (2.7066, 3.2388, -0.5469)
C (5.1802, 2.6234, -2.2177)
C (1.5077, 0.4464, -3.6494)
F (0.2016, 0.4831, -3.2656)
F (1.5871, -0.6159, -4.5526)
C (1.7955, 1.6860, -4.4976)
F (0.7003, 1.9464, -5.2924)
F (1.9970, 2.7990, -3.7767)
C (2.9886, 1.5089, -5.4963)
F (3.9337, 0.6774, -5.0338)
F (2.5458, 1.0167, -6.6627)
F (3.5604, 2.7080, -5.7185)
H (3.1282, 0.1128, 1.3687)
H (1.7862, 0.9826, 2.1555)
H (1.9046, -0.7851, 2.2057)
H (-0.8255, 0.2253, -0.1042)
H (-0.1853, 1.3936, 1.0696)
H (0.1670, 1.6019, -0.6393)
H (3.9297, -1.0283, -2.3972)
H (1.8576, 3.4292, -1.2048)
H (2.2914, 2.9870, 0.4275)
H (3.2969, 4.1437, -0.3963)
H (5.0632, 3.6932, -2.3984)
H (6.1365, 2.4832, -1.7179)
H (5.2575, 2.1321, -3.1875)
O (-3.8496, 1.7752, -2.8057)
P (-4.8408, 1.6081, -3.9167)
N (-5.5188, 0.0793, -3.4753)
C (-5.8463, -1.0063, -4.3747)
C (-6.2343, 0.0641, -2.2059)
N (-3.7563, 1.4765, -5.2359)
C (-3.8850, 0.4917, -6.2948)
C (-2.3291, 1.6620, -4.9468)
N (-6.1212, 2.0405, -5.0319)
C (-5.9236, 3.4443, -5.4980)
C (-7.5085, 1.9958, -4.5475)
H (-6.4436, -0.7107, -5.2483)
H (-6.4135, -1.7816, -3.8583)
H (-4.9461, -1.5006, -4.7447)
H (-7.1740, 0.6384, -2.2337)
H (-5.6179, 0.4985, -1.4163)
H (-6.4816, -0.9511, -1.8978)
H (-3.5260, -0.4953, -5.9822)
H (-3.2810, 0.7920, -7.1561)
H (-4.9058, 0.4068, -6.6653)
H (-1.9007, 0.7968, -4.4376)
H (-2.1597, 2.5429, -4.3359)
H (-1.7740, 1.8219, -5.8724)
H (-5.9979, 4.1573, -4.6705)
H (-6.6734, 3.7058, -6.2460)
H (-4.9464, 3.5649, -5.9589)
H (-7.6756, 2.6396, -3.6780)
H (-7.8261, 0.9864, -4.2947)
H (-8.1753, 2.3199, -5.3482)
O (2.8780, -1.5778, 4.4635)
P (2.9387, -2.4025, 5.7102)
N (1.2535, -2.6797, 5.9663)
C (0.5559, -2.6342, 7.2331)
C (0.5942, -3.4654, 4.9269)
N (3.5482, -1.2071, 6.7882)
C (3.0381, -0.9838, 8.1279)
C (3.8982, 0.0827, 6.1972)
N (3.4882, -3.6506, 6.8045)
C (4.9717, -3.7877, 6.7019)
C (2.9692, -5.0139, 6.6174)
H (1.0278, -3.2179, 8.0358)
H (-0.4610, -3.0136, 7.1301)
H (0.4494, -1.6086, 7.5925)
H (0.9171, -4.5174, 4.9141)
H (0.8119, -3.0526, 3.9401)
H (-0.4883, -3.4573, 5.0455)
H (2.1028, -0.4119, 8.1218)
H (3.7621, -0.4047, 8.7100)
H (2.8922, -1.9114, 8.6785)
H (3.0101, 0.6736, 5.9470)
H (4.4928, -0.0443, 5.2983)
H (4.5103, 0.6603, 6.8951)
H (5.2771, -4.1137, 5.7030)
H (5.3372, -4.5147, 7.4281)
H (5.4638, -2.8411, 6.9116)
H (3.1771, -5.4137, 5.6204)
H (1.8982, -5.0772, 6.7976)
H (3.4294, -5.6729, 7.3552)

For each atom in turn, the Mulliken charge in e is: -0.80, 0.42, -1.13, -0.24, 0.23, 0.11, -1.12, -1.05, 0.36, -0.16, -0.36, 0.48, -0.27, -0.28, 0.66, -0.24, -0.27, -0.27, 0.20, 0.33, 0.08, 0.35, 0.36, 0.14, -0.37, 0.27, 0.28, 0.42, 0.30, 0.39, 0.22, -0.78, 0.74, 0.10, -0.83, -0.99, 0.19, -1.05, -1.33, 0.02, -1.15, -1.11, 0.29, 0.36, 0.23, 0.28, 0.26, 0.39, 0.31, 0.37, 0.31, 0.48, 0.32, 0.41, 0.36, 0.41, 0.31, 0.37, 0.34, 0.37, -0.57, 0.63, 0.07, -0.81, -0.89, 0.12, -1.05, -1.02, -0.02, -1.15, -1.11, 0.29, 0.34, 0.22, 0.27, 0.18, 0.38, 0.30, 0.38, 0.29, 0.32, 0.32, 0.32, 0.37, 0.41, 0.32, 0.38, 0.33, 0.38

***

Record 2
A 9-piece molecular cluster, C20H49F9N3O16S5 overall in a non-equilibrium geometry, computed with wB97M-V/def2-TZVPD.

Results
charge: -1
multiplicity: 1
HOMO: -4.6168 eV
calculated total energy: -5049.370795 hartree

Element x y z (Å)
N (-0.4528, -1.2274, 0.7146)
H (-0.6218, -1.9050, 1.5336)
H (0.4612, -0.8248, 0.9941)
H (-1.2011, -0.5269, 0.6110)
H (-0.3374, -1.7154, -0.2170)
N (-2.8265, -4.5176, 1.5044)
H (-2.7479, -4.7432, 0.4981)
H (-3.7279, -4.5237, 1.9614)
H (-2.2657, -3.6279, 1.5940)
H (-2.2146, -5.1721, 2.0050)
C (6.1191, -0.0274, -4.2992)
C (4.7655, -0.4282, -3.6186)
C (3.6345, 0.3265, -4.2631)
N (2.2634, -0.1866, -3.9317)
C (2.1914, -0.3767, -2.4279)
C (1.8372, -1.5230, -4.5862)
C (0.5421, -1.2284, -5.3473)
C (0.0240, 0.0475, -4.6982)
C (1.2736, 0.8421, -4.4223)
H (6.1501, -0.6791, -5.1674)
H (6.9228, -0.1941, -3.5900)
H (6.0832, 1.0457, -4.4817)
H (4.8653, -0.2456, -2.5471)
H (4.6491, -1.5111, -3.6961)
H (3.6360, 0.2110, -5.3542)
H (3.6759, 1.4069, -4.1336)
H (1.1711, -0.6155, -2.1349)
H (2.4966, 0.5828, -2.0227)
H (2.8435, -1.2023, -2.1718)
H (1.7752, -2.2369, -3.7742)
H (2.6542, -1.8135, -5.2442)
H (-0.2716, -1.9418, -5.4666)
H (0.8676, -1.0619, -6.3816)
H (-0.5089, -0.2128, -3.7840)
H (-0.6644, 0.5605, -5.3677)
H (1.0183, 1.4365, -3.5429)
H (1.6137, 1.4383, -5.2608)
C (-5.2695, 0.4757, 2.0974)
F (-4.9133, 0.2767, 3.3625)
F (-6.5999, 0.2764, 1.9470)
F (-5.0671, 1.7644, 1.7292)
S (-4.4025, -0.6203, 0.8441)
O (-2.9865, -0.2706, 0.9577)
O (-4.7271, -1.9820, 1.2384)
O (-5.0036, -0.2353, -0.4203)
C (4.3970, -0.4802, 2.8596)
F (3.8728, -0.4280, 4.0807)
F (4.9894, 0.7028, 2.6147)
F (5.3693, -1.3948, 2.8759)
S (3.0781, -0.8427, 1.5685)
O (3.7845, -0.8852, 0.3021)
O (2.5122, -2.0986, 1.9957)
O (2.1010, 0.2517, 1.6342)
C (0.3469, -5.0937, -2.8305)
F (1.4980, -4.4979, -3.1633)
F (-0.5047, -4.9354, -3.8605)
F (0.5276, -6.3965, -2.6552)
S (-0.3229, -4.3178, -1.2277)
O (-0.3359, -2.8666, -1.4761)
O (-1.6883, -4.7682, -1.0162)
O (0.6041, -4.6991, -0.1884)
C (-0.2805, -1.1881, 4.3568)
C (-1.1533, -2.4067, 4.0153)
C (-2.6360, -1.9854, 4.1026)
O (-0.7636, -2.9756, 2.8245)
H (-0.7124, -0.2833, 3.8868)
H (0.6981, -1.2195, 3.8832)
H (-0.3221, -0.9589, 5.4275)
H (-1.0629, -3.1594, 4.8302)
H (-2.8596, -1.4442, 5.0383)
H (-3.3725, -2.7950, 4.1474)
H (-2.8507, -1.2389, 3.3323)
O (-0.9779, 2.7436, -2.8055)
S (-1.4601, 2.3237, -1.5127)
O (-0.7688, 1.2927, -0.8292)
O (-1.6484, 3.6118, -0.5550)
C (-2.0752, 4.8422, -1.1362)
C (-1.9431, 5.9485, -0.0875)
C (-3.2056, 1.9073, -1.6843)
H (-3.0667, 4.7633, -1.5823)
H (-1.3523, 5.1719, -1.8881)
H (-2.6518, 5.8244, 0.7337)
H (-2.2256, 6.8830, -0.5756)
H (-0.9376, 5.9562, 0.3222)
H (-3.5984, 2.5455, -2.4777)
H (-3.7491, 2.2160, -0.7958)
H (-3.3166, 0.8599, -1.9438)
O (-2.1129, 4.4604, 3.1325)
S (-0.9225, 3.7126, 2.8996)
O (0.1138, 4.2146, 2.0287)
O (-0.2812, 3.3748, 4.3294)
C (1.0167, 2.7683, 4.3996)
C (1.4192, 2.8178, 5.8679)
C (-1.2361, 2.0685, 2.3072)
H (1.7378, 3.2706, 3.7580)
H (0.9057, 1.7140, 4.1253)
H (2.4506, 2.5475, 6.0944)
H (0.7599, 2.2216, 6.4920)
H (1.3837, 3.8822, 6.1272)
H (-1.8671, 2.2205, 1.4423)
H (-1.7066, 1.4338, 3.0626)
H (-0.3220, 1.4937, 2.1534)

Atom charges from the Mulliken analysis, given in e for atoms 1 to 99: 2.27, -0.14, -0.22, -0.29, 0.35, -0.04, 0.49, 0.40, -0.22, 0.42, -1.40, -0.24, -1.02, 0.98, -1.73, -0.57, -0.67, -0.41, -0.75, 0.36, 0.40, 0.33, 0.29, 0.34, 0.42, 0.60, 0.40, 0.41, 0.56, 0.16, 0.44, 0.39, 0.33, -0.07, 0.58, 0.30, 0.51, 0.64, -0.20, -0.24, -0.24, 1.09, -0.95, -0.69, -0.70, 0.46, -0.23, -0.24, -0.22, 0.85, -0.52, -0.61, -0.66, 0.38, -0.22, -0.23, -0.20, 1.38, -0.92, -0.90, -0.67, -0.27, 0.20, -1.17, -0.96, -0.36, 0.08, 0.57, 0.18, 0.45, 0.39, -0.12, -0.78, 1.05, -0.31, 0.01, -0.21, -1.27, -1.26, 0.34, 0.18, 0.28, 0.45, 0.28, 0.54, 0.30, 0.43, -0.72, 1.38, -0.69, -0.35, 0.40, -1.39, -0.04, 0.28, -0.06, 0.38, 0.31, 0.35

***

Record 3
C20H4Cl74GaO as an isolated structure in a non-equilibrium geometry, computed with wB97M-V/def2-TZVPD.

Results
charge: -1
multiplicity: 1
HOMO: -5.9668 eV
calculated total energy: -36818.579522 hartree

Element x y z (Å)
O (6.4633, 2.1129, 0.2523)
C (5.4607, 2.3493, -0.4415)
Cl (5.1380, 1.2174, -1.8826)
C (4.4518, 3.5454, -0.1272)
Ga (2.5460, 2.6610, -0.1012)
Cl (2.7656, 0.9252, 1.4169)
H (4.5313, 4.3862, -0.8780)
H (4.7227, 3.9168, 0.9179)
H (1.3983, 3.6961, 0.2954)
H (2.3608, 2.0136, -1.5609)
C (1.5412, 2.0245, 5.3754)
Cl (1.8842, 2.5582, 7.0360)
Cl (2.5318, 0.6034, 4.9971)
Cl (-0.1759, 1.5998, 5.2275)
Cl (1.9251, 3.3339, 4.2428)
C (9.0881, -0.7567, 1.1030)
Cl (9.2591, 0.7668, 1.9967)
Cl (8.9324, -2.1027, 2.2531)
Cl (7.6407, -0.6752, 0.0889)
Cl (10.5229, -1.0115, 0.0810)
C (8.0714, 2.6529, 5.6853)
Cl (8.7568, 1.1527, 6.3436)
Cl (6.3688, 2.3903, 5.2626)
Cl (8.1883, 3.9415, 6.9030)
Cl (8.9745, 3.1275, 4.2330)
C (-2.7720, -1.5239, 3.7746)
Cl (-3.1915, -0.0484, 4.6683)
Cl (-1.0470, -1.8746, 4.0018)
Cl (-3.7509, -2.8829, 4.3808)
Cl (-3.1038, -1.2799, 2.0469)
C (0.6194, -4.2637, 1.1697)
Cl (0.6106, -5.2985, 2.6133)
Cl (-0.6856, -3.0671, 1.2920)
Cl (2.1778, -3.4250, 1.0511)
Cl (0.3729, -5.2657, -0.2772)
C (-3.9635, 0.4822, -1.5175)
Cl (-3.2888, -1.0329, -0.8837)
Cl (-5.6790, 0.2480, -1.9148)
Cl (-3.8087, 1.7558, -0.2911)
Cl (-3.0780, 0.9572, -2.9793)
C (-7.0760, -2.2988, 2.1088)
Cl (-6.6039, -1.5120, 3.6288)
Cl (-6.2290, -3.8516, 1.9568)
Cl (-8.8295, -2.5791, 2.1061)
Cl (-6.6453, -1.2544, 0.7407)
C (-7.8364, 3.4041, -2.9423)
Cl (-6.4357, 3.4845, -1.8576)
Cl (-7.3491, 2.6709, -4.4839)
Cl (-9.1079, 2.4162, -2.1933)
Cl (-8.4553, 5.0426, -3.2355)
C (-10.4935, -4.3076, -1.5947)
Cl (-9.0256, -3.5391, -0.9605)
Cl (-10.5312, -4.1431, -3.3627)
Cl (-10.4957, -6.0292, -1.1602)
Cl (-11.9241, -3.5203, -0.8960)
C (7.2793, 3.5950, -4.5423)
Cl (7.8673, 2.4400, -3.3353)
Cl (6.5689, 2.7154, -5.9119)
Cl (6.0473, 4.6371, -3.8042)
Cl (8.6331, 4.5922, -5.1182)
C (8.2196, -4.5805, -1.1919)
Cl (7.9668, -3.2756, -2.3671)
Cl (6.8614, -4.6211, -0.0504)
Cl (8.3205, -6.1345, -2.0477)
Cl (9.7307, -4.2954, -0.3044)
C (3.8389, 5.2539, 9.9312)
Cl (5.0292, 5.3458, 11.2460)
Cl (2.9769, 3.7051, 10.0213)
Cl (2.6777, 6.5876, 10.0899)
Cl (4.6714, 5.3758, 8.3692)
C (-0.7605, -5.9649, 6.3361)
Cl (0.8710, -5.3780, 6.7179)
Cl (-1.6601, -4.6972, 5.4804)
Cl (-0.6439, -7.4077, 5.3065)
Cl (-1.6075, -6.3802, 7.8413)
C (-13.6393, -2.3466, 2.8487)
Cl (-14.0511, -0.8693, 3.7415)
Cl (-11.9209, -2.7204, 3.0843)
Cl (-14.6259, -3.6950, 3.4478)
Cl (-13.9619, -2.1008, 1.1192)
C (5.2239, 1.1512, -9.6144)
Cl (5.1925, 0.1014, -8.1847)
Cl (3.9478, 2.3784, -9.4743)
Cl (6.8033, 1.9536, -9.7247)
Cl (4.9539, 0.1729, -11.0726)
C (8.4732, 6.5119, -0.6271)
Cl (9.6172, 6.5254, -1.9861)
Cl (7.7560, 4.8995, -0.4727)
Cl (9.3317, 6.9258, 0.8722)
Cl (7.1910, 7.7054, -0.9226)
C (1.3419, -0.6449, -12.3831)
Cl (1.8603, -0.1394, -14.0047)
Cl (2.1436, -2.1700, -11.9549)
Cl (1.7833, 0.6057, -11.2054)
Cl (-0.4184, -0.8781, -12.3706)
C (-15.1225, -3.7543, -3.4985)
Cl (-14.8106, -3.2303, -1.8319)
Cl (-14.1051, -5.1588, -3.8756)
Cl (-16.8328, -4.1993, -3.6692)
Cl (-14.7409, -2.4293, -4.6164)

Atom charges from the Mulliken analysis, given in e for atoms 1 to 99: -0.36, 0.30, -0.22, -0.53, 0.41, -0.44, 0.25, 0.21, -0.28, -0.25, 0.17, -0.02, -0.04, -0.04, -0.07, 0.16, 0.01, -0.11, 0.06, -0.11, 0.29, -0.11, -0.02, -0.12, -0.07, 0.18, -0.10, 0.03, -0.16, 0.14, 0.11, -0.05, 0.09, -0.04, -0.13, 0.25, -0.03, -0.05, -0.10, -0.10, 0.09, -0.08, -0.08, 0.01, 0.08, 0.30, -0.03, -0.09, -0.09, -0.12, 0.16, 0.02, -0.11, -0.11, 0.08, 0.18, 0.00, -0.02, -0.06, -0.11, 0.29, -0.06, -0.06, -0.12, -0.07, 0.35, -0.11, -0.09, -0.10, -0.06, 0.21, -0.09, 0.06, -0.10, -0.12, 0.32, -0.10, -0.05, -0.10, -0.06, 0.34, -0.07, -0.11, -0.09, -0.08, 0.23, -0.09, 0.10, -0.12, -0.11, 0.30, -0.10, -0.09, -0.01, -0.11, 0.27, -0.03, -0.08, -0.10

***

Number 1: M 715.3 g/mol, HOMO-LUMO gap 5.407 eV. Number 2: M 918.9 g/mol, HOMO-LUMO gap 6.155 eV. Number 3: M 2953.5 g/mol, HOMO-LUMO gap 6.726 eV.